Entry 1:
DFT (the ωB97M-V functional and the def2-TZVPD basis) results for C25H37Al2BrCaCl2F8LiNO3 as an isolated structure at a distorted geometry.

## Properties
- Max |F|: 0.076 hartree/bohr
- HOMO energy: -6.2 eV
- Orbital gap: 3.885 eV
- E_LUMO: -2.34 eV

```
81
C25H37Al2BrCaCl2F8LiNO3 the ωB97M-V functional and the def2-TZVPD basis
C -5.1348 -1.2883 0.3699
C -4.0756 -1.6726 1.0968
Al -2.0960 -1.0833 0.9377
C -1.9174 0.8462 1.5518
C -2.6808 1.7797 0.6144
C -2.1544 3.2276 0.7590
C -1.2070 3.4859 -0.4222
O -0.1138 4.3925 -0.1333
C 1.0388 3.7379 0.1493
O 1.1260 2.7573 0.8067
C -1.0633 -2.3593 2.1009
C 0.3555 -1.8829 2.4016
C 0.4097 -0.7970 3.4890
C 1.6696 0.0327 3.2815
N 2.0965 0.8341 4.4479
C 2.8910 1.9993 4.0650
C 1.0031 1.1991 5.3015
C 1.1023 0.6688 6.7026
O 0.0792 1.8824 4.9412
C -1.4441 -0.9972 -0.9690
C -2.6193 -1.2070 -1.9515
C -2.2618 -1.2690 -3.4551
C -0.9780 -0.5816 -3.7583
F -0.9279 0.6628 -3.2492
F 0.1146 -1.2955 -3.3661
C -0.7512 -0.3752 -5.3071
F -0.6620 0.9520 -5.5962
F -1.6440 -0.8892 -6.0651
F 0.4949 -0.8978 -5.7063
H -5.9409 -1.9795 0.1505
H -5.1549 -0.2867 -0.0645
H -4.3047 -2.4005 1.8737
H -2.2450 1.0282 2.5786
H -0.8625 1.1100 1.4564
H -3.7570 1.8051 0.9152
H -2.5652 1.4719 -0.4288
H -1.6358 3.2973 1.7097
H -2.9890 3.9326 0.7393
H -0.8284 2.5264 -0.7579
H -1.7176 4.0108 -1.2320
H 1.9595 4.2071 -0.2602
H -1.6250 -2.5968 3.0087
H -0.9902 -3.2924 1.5304
H 0.9564 -2.7150 2.7802
H 0.8741 -1.4913 1.5216
H 0.4128 -1.2983 4.4596
H -0.4670 -0.1550 3.4743
H 1.5522 0.6345 2.3763
H 2.4743 -0.6802 3.0883
H 3.2947 1.8095 3.0720
H 2.3092 2.9209 3.9895
H 3.7585 2.1331 4.7098
H 0.1892 0.8301 7.2605
H 1.9593 1.1573 7.1681
H 1.3653 -0.3841 6.6355
H -0.6192 -1.6837 -1.1451
H -1.0666 0.0237 -1.0664
H -3.1171 -2.1221 -1.6432
H -3.3350 -0.3937 -1.8156
H -2.3023 -2.2828 -3.8422
H -3.0328 -0.7319 -4.0059
Ca 2.1111 0.6534 -5.9909
Cl -2.1723 3.6399 -3.1126
Al -5.3787 1.1375 1.1030
F 4.0579 -0.8182 -3.3373
C 4.1197 -1.9584 -2.6093
C 5.3531 -2.3870 -2.1642
C 5.4255 -3.5512 -1.4144
C 4.2734 -4.2719 -1.1293
C 3.0441 -3.8248 -1.5912
C 2.9625 -2.6556 -2.3340
H 6.2383 -1.8145 -2.4052
H 6.3843 -3.8970 -1.0523
H 4.3347 -5.1815 -0.5474
H 2.1452 -4.3857 -1.3742
H 2.0133 -2.2892 -2.6937
F 0.5659 3.6836 -3.1541
Cl -3.5517 -2.4162 -6.3382
F -1.5937 4.4950 -4.5139
Li 1.1618 6.0134 -0.8349
Br 5.3062 -0.4382 -5.7796
```

Entry 2:
DFT (the ωB97M-V functional and the def2-TZVPD basis) results for the molecule C3H6N2O2.

## Properties
- Relative energy (zero: lowest compared OMol25 entry of this formula, charge and spin): 2.563 eV
- Max |F|: 0.019 hartree/bohr
- HOMO energy: -10.2 eV
- Orbital gap: 10.925 eV
- SMILES string: [H]/N=C(/NC=O)OC
- E_LUMO: 0.72 eV

```
13
C3H6N2O2 the ωB97M-V functional and the def2-TZVPD basis
C -1.7263 -0.2696 -0.9928
O -1.1691 -0.2233 0.3138
C -0.0058 0.4307 0.4340
N 0.5267 1.3050 -0.3075
N 0.7489 -0.0488 1.5541
C 1.7841 -0.7483 0.8583
O 2.8290 -0.2399 0.5570
H -2.5784 -0.9448 -0.9232
H -0.9863 -0.6696 -1.6955
H -2.0705 0.7102 -1.3435
H -0.0689 1.7069 -1.0048
H 1.1942 0.7722 1.9650
H 1.5225 -1.7807 0.5850
```

Entry 3:
DFT (the ωB97M-V functional and the def2-TZVPD basis) results for a 2-piece molecular cluster, C4H12 overall at a distorted geometry.

## Properties
- Relative energy (zero: lowest compared OMol25 entry of this formula, charge and spin): 0.274 eV
- Max |F|: 0.026 hartree/bohr
- HOMO energy: -11.5 eV
- Orbital gap: 12.706 eV
- SMILES string: CC.CC
- E_LUMO: 1.17 eV

```
16
C4H12 the ωB97M-V functional and the def2-TZVPD basis
C 1.0570 -0.2795 -1.8786
C 2.2118 -0.6299 -0.9258
H 1.3189 0.5661 -2.5138
H 0.8380 -1.1372 -2.4882
H 0.1845 0.0382 -1.3254
H 2.3115 -1.7112 -0.8303
H 3.1435 -0.2230 -1.3086
H 2.0940 -0.2744 0.0607
C -1.6117 -0.1294 0.9039
C -1.6857 0.9947 1.9235
H -1.3191 -1.0910 1.3223
H -2.5667 -0.2594 0.4036
H -0.9262 0.1267 0.1045
H -2.0325 0.6903 2.9092
H -0.7225 1.4922 2.0767
H -2.2948 1.8268 1.5663
```

Entry 4:
DFT (the ωB97M-V functional and the def2-TZVPD basis) results for a 2-piece molecular cluster, C8H13N5 overall at a distorted geometry.

## Properties
- Charge: +2
- Relative energy (zero: lowest compared OMol25 entry of this formula, charge and spin): 5.701 eV
- Max |F|: 0.122 hartree/bohr
- HOMO energy (alpha / beta): -16.5 / -16.8 eV
- Orbital gap (alpha / beta): 5.977 / 7.358 eV
- E_LUMO (alpha / beta): -10.52 / -9.43 eV

```
26
C8H13N5 the ωB97M-V functional and the def2-TZVPD basis
C -3.9260 -0.4493 -0.1796
C -3.6685 0.8934 -0.3218
C -3.0599 -1.4989 0.1709
C -2.4159 1.2783 -0.0676
C -1.7856 -1.0938 0.4592
C -1.4816 0.3104 0.3079
C 2.9399 -0.6075 -0.1022
C -0.2284 0.6739 0.8177
N 3.7356 0.3636 0.2271
N 1.7572 -0.4644 -0.7611
N 3.4975 -1.8425 0.1804
N 3.3737 1.6263 0.2481
N 1.0896 0.7440 -0.7747
H -4.9302 -0.7305 -0.3778
H -4.3859 1.6493 -0.6057
H -3.5194 -2.4193 0.0848
H -2.0866 2.3384 0.0963
H -0.9444 -1.7173 0.5673
H 0.1013 1.6768 0.9558
H 0.2829 -0.1516 1.4585
H 1.4336 -1.2486 -1.3591
H 4.4662 -1.8755 0.3583
H 2.9398 -2.6392 -0.1216
H 2.3501 1.7809 -0.1200
H 4.0497 2.4940 0.2761
H 0.4153 0.9089 -1.4171
```

Entry 5:
DFT (the ωB97M-V functional and the def2-TZVPD basis) results for a 2-piece molecular cluster, C3H5NO overall at a distorted geometry.

## Properties
- Relative energy (zero: lowest compared OMol25 entry of this formula, charge and spin): 5.299 eV
- Max |F|: 0.100 hartree/bohr
- HOMO energy: -8.5 eV
- Orbital gap: 8.862 eV
- E_LUMO: 0.37 eV

```
10
C3H5NO the ωB97M-V functional and the def2-TZVPD basis
C 0.7443 -0.3605 -0.1254
C 1.4321 -0.3671 1.1623
C -0.9905 0.6598 -0.9137
N 1.8680 -0.8211 -0.2377
O -1.9382 -0.2749 -1.0251
H 1.9702 0.4198 1.5901
H 1.1608 -1.2378 1.7590
H -0.7488 0.7759 -1.9443
H -1.2275 1.3957 -0.1178
H -2.2705 -0.1899 -0.1474
```

Entry 6:
DFT (the ωB97M-V functional and the def2-TZVPD basis) results for a 2-piece molecular cluster, C22H23BrN4O2S overall at a distorted geometry.

## Properties
- Relative energy (zero: lowest compared OMol25 entry of this formula, charge and spin): 7.652 eV
- Max |F|: 0.067 hartree/bohr
- HOMO energy: -7.7 eV
- Orbital gap: 7.390 eV
- SMILES string: CCNc1cccc2c1Sc1cc(ON=O)c([C@@H](Br)CC)cc1N2.c1ccncc1
- E_LUMO: -0.27 eV

```
53
C22H23BrN4O2S the ωB97M-V functional and the def2-TZVPD basis
C -1.5611 -4.8076 -1.8951
C -0.1432 -4.1375 -1.9931
N -0.1010 -2.7990 -1.3718
C 1.1289 -2.1053 -1.5845
C 2.2672 -2.6574 -2.3238
C 3.5182 -1.8748 -2.5080
C 3.5511 -0.5313 -1.9609
C 2.4194 0.0932 -1.2252
C 1.2277 -0.7175 -1.0460
S -0.1714 0.0329 -0.1229
C 0.7282 1.2185 0.9463
C 0.1800 1.6088 2.2384
C 0.8957 2.5995 3.0602
O 0.2732 2.9102 4.3045
N 1.0001 2.4379 5.3993
O 1.3278 1.3210 5.2358
C 2.1625 3.2248 2.6175
C 2.9064 4.2977 3.4856
Br 4.2498 5.3425 2.4565
C 1.9429 5.3351 4.1931
C 2.7130 6.6103 4.7534
C 2.6990 2.7670 1.3197
C 1.9964 1.7720 0.4766
N 2.6208 1.4566 -0.7866
H -1.8744 -4.8810 -0.8184
H -1.5447 -5.8228 -2.3836
H -2.3271 -4.1469 -2.3928
H 0.6779 -4.7541 -1.5226
H 0.1233 -4.0797 -3.0912
H -0.9132 -2.2659 -1.6880
H 2.2587 -3.6689 -2.7821
H 4.3881 -2.3004 -3.0664
H 4.4821 0.0675 -2.1118
H -0.7872 1.1526 2.5491
H 3.5047 3.7200 4.2498
H 1.5151 4.8292 5.1091
H 1.0506 5.6180 3.5712
H 3.7174 6.2943 5.1546
H 2.8070 7.4224 3.9789
H 2.1522 7.0476 5.6317
H 3.6689 3.1817 0.9383
H 3.6376 1.5426 -0.6660
N -4.9157 -3.8006 -2.1410
C -5.4532 -2.6377 -1.7556
C -6.2689 -1.8592 -2.5616
C -6.5425 -2.3071 -3.8439
C -5.9961 -3.5078 -4.2680
C -5.1959 -4.2123 -3.3826
H -5.2079 -2.3272 -0.7453
H -6.6784 -0.9270 -2.1950
H -7.1748 -1.7268 -4.5057
H -6.1869 -3.8893 -5.2626
H -4.7485 -5.1590 -3.6678
```

Entry 7:
DFT (the ωB97M-V functional and the def2-TZVPD basis) results for a 2-piece molecular cluster, C9H14 overall at a distorted geometry.

## Properties
- Charge: +1
- Relative energy (zero: lowest compared OMol25 entry of this formula, charge and spin): 0.699 eV
- Max |F|: 0.060 hartree/bohr
- 2S+1: 2
- HOMO energy (alpha / beta): -14.4 / -14.4 eV
- Orbital gap (alpha / beta): 9.921 / 6.113 eV
- E_LUMO (alpha / beta): -4.46 / -8.27 eV

```
23
C9H14 the ωB97M-V functional and the def2-TZVPD basis
C -0.3693 -0.0179 3.4302
C 0.5403 -1.3125 3.1674
H -1.1607 -0.4210 4.0578
H 0.2193 0.6850 4.0034
H -0.7210 0.3188 2.4630
H 0.8791 -1.2334 2.1322
H 0.0581 -2.2647 3.3263
H 1.3743 -1.1384 3.8392
C -0.3849 2.1954 -2.9182
C -0.8469 -0.4781 -0.3320
C 0.2624 -1.3205 -0.6820
C -1.0235 0.6902 -1.0697
C -0.1615 0.9701 -2.0933
C 1.1437 -1.0405 -1.6970
C 0.9506 0.0857 -2.4544
H -1.4572 -0.7193 0.5266
H 0.2971 -2.2595 -0.1406
H -1.8634 1.3156 -0.8006
H 1.9350 -1.7593 -1.8519
H -0.9497 1.8829 -3.8120
H 0.5165 2.4839 -3.4750
H 1.5175 0.3443 -3.3316
H -0.7558 2.9932 -2.2878
```

Entry 8:
DFT (the ωB97M-V functional and the def2-TZVPD basis) results for a 2-piece molecular cluster, C4H5NO overall at a distorted geometry.

## Properties
- Relative energy (zero: lowest compared OMol25 entry of this formula, charge and spin): 2.934 eV
- Max |F|: 0.069 hartree/bohr
- HOMO energy: -8.8 eV
- Orbital gap: 9.610 eV
- SMILES string: C=C=N.C=C=O
- E_LUMO: 0.77 eV

```
11
C4H5NO the ωB97M-V functional and the def2-TZVPD basis
C 1.9140 0.3281 -0.2276
C -1.5587 0.5722 0.3239
C 1.2714 -0.7602 -0.6620
C -2.5106 -0.2887 0.2674
N 2.5722 1.1658 0.3009
O -0.8671 1.5032 0.3766
H 1.8901 -1.3471 -1.2869
H 0.1513 -0.8545 -0.5698
H -3.3550 0.0035 -0.2968
H -2.5077 -1.3102 0.6170
H 3.0002 0.9880 1.1573
```

Entry 9:
DFT (the ωB97M-V functional and the def2-TZVPD basis) results for the molecule C10H8N6O6S at a distorted geometry.

## Properties
- Relative energy (zero: lowest compared OMol25 entry of this formula, charge and spin): 1.597 eV
- Max |F|: 0.109 hartree/bohr
- HOMO energy: -7.3 eV
- Orbital gap: 4.588 eV
- E_LUMO: -2.70 eV

```
31
C10H8N6O6S the ωB97M-V functional and the def2-TZVPD basis
C -3.4931 -1.6034 0.2347
S -2.4203 -0.1883 0.4976
C -1.4593 -0.7515 1.9067
C -0.8329 -0.7733 -0.9863
C -1.6377 -0.8810 -2.1802
N -2.2317 -1.1178 -3.1596
H -3.7725 -1.6521 -0.8179
H -2.9949 -2.5223 0.5492
H -4.3871 -1.4288 0.8404
H -0.4331 -0.3919 1.7999
H -1.9326 -0.3036 2.7879
H -1.4792 -1.8439 1.9607
H -0.6567 -1.7246 -0.4780
O 3.9525 3.0374 1.5035
N 3.5530 1.9684 1.0740
C 2.3984 1.5146 0.4739
C 2.5649 0.1424 0.1908
N 3.8115 -0.2722 0.6288
O 4.3987 0.8402 1.1528
C 1.5758 -0.6020 -0.4260
N 1.6957 -2.0746 -0.5186
O 0.9831 -2.7539 0.2677
O 2.4579 -2.5900 -1.3549
C 0.2847 0.0626 -1.0476
C 0.1559 1.4692 -0.4562
N -0.7370 2.4275 -0.8795
O -1.7734 2.3778 -1.5256
O -0.2760 3.6792 -0.3410
N 0.9353 3.5359 0.2865
C 1.1977 2.1857 0.1528
H 0.5523 0.2343 -2.1367
```

Entry 10:
DFT (the ωB97M-V functional and the def2-TZVPD basis) results for an isolated ion of composition C6H8N and charge +1 at a distorted geometry.

## Properties
- Charge: +1
- Relative energy (zero: lowest compared OMol25 entry of this formula, charge and spin): 6.021 eV
- Max |F|: 0.190 hartree/bohr
- HOMO energy: -13.6 eV
- Orbital gap: 8.818 eV
- SMILES string: C=[N+]1C=CC=CC1
- E_LUMO: -4.83 eV

```
15
C6H8N the ωB97M-V functional and the def2-TZVPD basis
C 1.7483 0.5612 0.0598
C 0.4762 1.5749 -0.0219
C -2.0798 -0.6604 0.0819
C 0.3415 -1.1570 -0.0951
C 1.9288 -0.8327 0.0494
C -0.9362 1.4673 -0.0241
N -0.9674 -0.0450 0.0173
H 2.6221 1.1945 0.1462
H 0.8842 2.5769 -0.0540
H -3.0113 -0.1089 0.0820
H -2.1493 -1.7381 0.1238
H 0.1670 -1.5109 -1.1093
H 0.0364 -1.8951 0.6393
H 2.7295 -1.5205 0.1209
H -1.7900 2.0939 -0.0161
```

Entry 11:
DFT (the ωB97M-V functional and the def2-TZVPD basis) results for a 5-piece molecular cluster, C32H57FO14 overall at a distorted geometry.

## Properties
- Relative energy (zero: lowest compared OMol25 entry of this formula, charge and spin): 0.282 eV
- Max |F|: 0.032 hartree/bohr
- HOMO energy: -9.8 eV
- Orbital gap: 10.255 eV
- SMILES string: CCCCCCCCCCCO[C@@H](CCF)COC.C[C@@H]1COC(=O)O1.C[C@@H]1COC(=O)O1.C[C@@H]1COC(=O)O1.C[C@@H]1COC(=O)O1
- E_LUMO: 0.50 eV

```
104
C32H57FO14 the ωB97M-V functional and the def2-TZVPD basis
C -3.0467 5.3890 -0.3619
C -2.1995 4.7814 -1.4806
C -1.3493 5.8821 -2.1221
C -0.2007 5.3992 -3.0043
C 1.1828 5.3762 -2.3162
C 1.1029 4.8315 -0.8966
C 2.5060 4.5124 -0.2961
C 2.3590 3.3693 0.7274
C 2.8818 2.0199 0.2005
C 1.7443 1.0669 -0.2444
C 1.9151 0.7625 -1.7234
O 0.7598 0.1605 -2.2689
C 0.6378 0.3359 -3.6754
C 1.8224 -0.2525 -4.4482
C 1.6124 -0.3441 -5.9372
F 2.6713 -1.1125 -6.4726
C -0.7098 -0.2374 -4.0659
O -0.6119 -1.5792 -4.4983
C -1.8913 -2.0342 -4.9039
H -3.8678 5.9793 -0.7650
H -3.4538 4.6276 0.2924
H -2.4527 6.0848 0.2226
H -1.6036 3.9936 -1.0307
H -2.8483 4.3610 -2.2450
H -2.0186 6.4776 -2.7425
H -0.9967 6.5586 -1.3477
H -0.1032 6.0202 -3.8924
H -0.3826 4.3888 -3.3688
H 1.6786 6.3441 -2.3644
H 1.8173 4.6813 -2.8674
H 0.6160 5.5299 -0.2216
H 0.5670 3.8886 -0.9108
H 3.1346 4.2200 -1.1323
H 2.8836 5.4028 0.1921
H 1.3155 3.2358 0.9846
H 2.8838 3.6682 1.6339
H 3.5326 1.5008 0.8999
H 3.4948 2.2283 -0.6733
H 1.8244 0.1272 0.2931
H 0.7639 1.5113 -0.1034
H 2.1106 1.7080 -2.2486
H 2.8065 0.1458 -1.8663
H 0.6211 1.4203 -3.8519
H 2.1045 -1.2024 -4.0002
H 2.6648 0.4186 -4.2958
H 0.6981 -0.8533 -6.2189
H 1.6894 0.6329 -6.4105
H -1.3308 -0.2114 -3.1652
H -1.2109 0.4138 -4.7887
H -1.8091 -2.9707 -5.4419
H -2.5038 -2.2007 -4.0136
H -2.4135 -1.2997 -5.5181
C -0.2467 -0.5501 4.1770
C 0.1596 0.7028 3.4527
C 0.0686 1.9627 4.2797
O -0.2065 2.9626 3.2837
C -0.8179 2.3487 2.2453
O -1.3331 2.9209 1.3350
O -0.7549 1.0045 2.3749
H -1.3108 -0.5298 4.4122
H -0.0786 -1.4280 3.5504
H 0.3278 -0.6594 5.0983
H 1.1587 0.5909 3.0223
H 0.9905 2.1919 4.8068
H -0.7586 1.9430 4.9929
C 2.7370 -4.0198 9.0843
C 2.2959 -3.4255 7.7698
C 3.4025 -3.2362 6.7576
O 2.9375 -2.1061 6.0063
C 2.1243 -1.3871 6.8120
O 1.7152 -0.2971 6.5536
O 1.8325 -2.0715 7.9384
H 3.3974 -3.3323 9.6139
H 1.8783 -4.2024 9.7294
H 3.2569 -4.9645 8.9256
H 1.4741 -4.0079 7.3455
H 3.5362 -4.0959 6.1059
H 4.3596 -2.9794 7.2176
C 0.9041 -4.5737 -4.6942
C 0.6442 -6.0387 -4.4480
C 0.9296 -6.9388 -5.6281
O 0.0031 -8.0131 -5.4274
C -1.0432 -7.5260 -4.7116
O -2.0665 -8.1018 -4.5350
O -0.7563 -6.2894 -4.2320
H 0.2088 -4.1769 -5.4337
H 0.7559 -3.9983 -3.7810
H 1.9243 -4.4110 -5.0431
H 1.1852 -6.3774 -3.5601
H 1.9497 -7.3153 -5.6398
H 0.7103 -6.4620 -6.5866
C -5.3524 -0.9008 1.3563
C -5.0441 -1.5196 2.6974
C -4.1512 -0.6843 3.5854
O -3.4723 -1.6816 4.3625
C -3.4462 -2.8238 3.6282
O -2.7936 -3.7801 3.8965
O -4.2592 -2.7166 2.5503
H -4.4485 -0.8302 0.7506
H -6.0632 -1.5160 0.8050
H -5.7787 0.0949 1.4788
H -5.9691 -1.7886 3.2150
H -4.7062 -0.0111 4.2348
H -3.4077 -0.1123 3.0229
```

Entry 12:
DFT (the ωB97M-V functional and the def2-TZVPD basis) results for a 2-piece molecular cluster, C2H2ClN overall at a distorted geometry.

## Properties
- Relative energy (zero: lowest compared OMol25 entry of this formula, charge and spin): 4.255 eV
- Max |F|: 0.032 hartree/bohr
- HOMO energy (alpha / beta): -9.7 / -9.7 eV
- Orbital gap (alpha / beta): 7.515 / 7.536 eV
- E_LUMO (alpha / beta): -2.15 / -2.14 eV

```
6
C2H2ClN the ωB97M-V functional and the def2-TZVPD basis
C 2.3674 -0.1979 -1.0685
C 2.0578 0.3427 0.1622
N 2.6958 -0.0946 -2.1810
Cl 2.5972 -0.2567 1.6130
H -0.8505 0.4424 -0.3653
H -0.7573 0.0446 0.2055
```